Density functional theory data (wB97M-V/def2-TZVPD) for C39H108NO16Zn as an isolated structure.

Summary:
* Kohn-Sham gap: 5.1068 eV
* total charge: +1
* relative energy (zero: lowest compared OMol25 entry of this formula, charge and spin): 66.6 kcal per mole

Structure (XYZ):
```
165
Properties=species:S:1:pos:R:3:forces:R:3
Zn 0.799865 -3.803391 1.577137 -0.27 3.49 0.14
C -1.067435 -1.475241 -1.974713 -0.31 0.36 1.16
C -0.160145 -0.413131 -1.249213 1.09 -0.56 -1.29
C -0.795065 0.986729 -1.589133 0.45 -0.35 0.50
C -0.123385 2.151279 -0.879733 -0.49 -1.48 1.07
C -0.285235 1.891219 0.657527 0.72 0.08 -1.58
C 0.418495 0.546239 1.101967 0.09 0.17 -0.57
N -0.058295 -0.621431 0.222897 -1.34 0.18 0.51
O 0.401505 -1.965801 0.618537 0.89 -0.06 -0.07
C -0.020315 0.317499 2.550277 0.80 -1.06 0.12
C 1.961105 0.818139 1.076177 0.33 -0.57 -0.19
C 1.257755 -0.508321 -1.993543 -0.77 0.45 1.02
H -2.046015 -1.506021 -1.495603 -0.13 0.02 0.29
H -0.699455 -2.501111 -1.957923 0.34 0.12 0.13
H -1.299395 -1.209671 -3.006103 0.45 0.23 -0.11
H -1.845175 1.036229 -1.301173 -0.20 -0.45 0.00
H -0.753335 1.141869 -2.667233 0.03 -0.27 -0.13
H -0.616825 3.067359 -1.204403 0.38 0.24 0.16
H 0.944305 2.112909 -1.095753 0.00 0.60 -0.23
H -1.332005 1.960349 0.953477 -0.11 -0.44 -0.06
H 0.198365 2.758709 1.106607 0.28 -0.29 0.66
H 0.030225 1.211239 3.172187 -0.18 0.22 -0.27
H 0.693615 -0.374171 2.997477 0.04 -0.18 0.14
H -0.985215 -0.181431 2.640507 -0.23 0.35 -0.24
H 2.329665 1.378449 1.935437 -0.43 0.54 -0.03
H 2.311935 1.274889 0.150757 -0.28 0.53 0.15
H 2.628635 -0.042691 1.114617 -0.56 -0.83 0.09
H 1.995045 0.136729 -1.515623 -0.08 0.06 0.01
H 1.166005 -0.168391 -3.025113 -0.04 -0.23 -0.08
H 1.672335 -1.515141 -1.943153 -0.28 -0.06 -0.10
C -0.112885 5.286349 -3.793653 -0.14 0.78 0.35
C 0.070365 5.774189 -5.243633 0.07 0.18 1.02
O -0.059965 7.208739 -5.309693 -0.21 -0.82 0.18
H 0.115495 4.232059 -3.637383 0.18 0.00 -0.30
H -1.085225 5.459429 -3.332463 -0.49 -0.05 -0.67
H 0.499615 5.885899 -3.120253 0.59 -0.10 -0.17
H -0.643725 5.286909 -5.907513 0.00 -0.03 -0.09
H 1.092225 5.527029 -5.531393 0.02 -0.27 -0.24
H -0.057435 7.418739 -6.246443 -0.01 0.26 -0.04
C -3.599355 3.557419 -0.241393 0.94 0.41 -0.70
C -3.332345 4.911659 -0.935403 -1.13 -0.75 0.62
O -3.898485 5.942119 -0.155113 0.15 0.33 0.33
H -3.124735 2.844889 -0.916043 -0.23 -0.46 0.02
H -4.660945 3.328169 -0.148803 0.06 0.18 -0.05
H -3.102505 3.433419 0.720827 -0.09 0.32 0.10
H -3.880755 4.860179 -1.875993 0.23 0.05 -0.41
H -2.277895 5.108009 -1.129513 0.17 -0.25 0.06
H -3.543575 6.775669 -0.472643 -0.13 0.17 0.05
C 1.204545 -1.884551 -5.625173 -0.28 1.08 -1.96
C 1.202705 -2.870241 -4.547543 1.16 -0.66 1.05
O 1.498285 -4.182371 -5.071713 -0.35 0.65 0.39
H 2.193325 -1.724061 -6.054893 0.23 -0.51 0.04
H 0.942075 -0.863381 -5.348713 -0.49 -0.17 0.42
H 0.570805 -2.206331 -6.451573 -0.20 0.14 -0.04
H 0.326995 -2.904641 -3.899433 -0.35 0.13 -0.37
H 2.025135 -2.540761 -3.912613 0.20 -0.32 0.53
H 1.407185 -4.747841 -4.301303 0.09 -0.43 -0.19
C -4.262835 -0.472381 0.622837 -2.19 -0.43 -1.05
C -4.960475 -1.047131 -0.668313 0.60 -0.51 -0.14
O -6.382945 -0.949221 -0.572303 0.43 0.45 0.51
H -3.175065 -0.402901 0.617847 -0.11 0.10 -0.26
H -4.628785 -1.011481 1.496657 0.25 -0.48 0.01
H -4.805535 0.465769 0.738787 0.70 0.57 0.05
H -4.743675 -2.083771 -0.926133 0.39 -0.47 0.68
H -4.609835 -0.578971 -1.588093 0.13 0.84 0.15
H -6.736375 -1.057441 -1.458293 -0.09 -0.04 -0.01
C 6.230645 -0.225331 2.084937 0.47 -0.10 0.77
C 6.783345 0.935369 1.275207 -0.93 -1.18 -1.55
O 6.640725 2.104429 1.997657 0.19 0.68 1.01
H 6.357675 -1.218461 1.654057 0.10 0.17 -0.53
H 5.173955 -0.095151 2.318497 -0.07 0.20 -0.06
H 6.771585 -0.283291 3.029467 -0.05 0.11 0.21
H 6.180885 0.997299 0.368947 -0.28 0.07 -0.30
H 7.772505 0.732139 0.864907 0.50 0.06 0.59
H 6.917635 2.867149 1.484637 -0.01 -0.03 -0.13
C -2.921955 -2.401951 -5.600513 -0.46 -0.48 0.09
C -3.293165 -3.492311 -6.577073 1.10 1.46 -1.48
O -4.037965 -4.481231 -5.943123 -0.44 -0.32 0.05
H -2.525895 -1.517921 -6.100233 0.48 -0.29 0.00
H -2.267945 -2.839511 -4.846253 0.12 0.55 0.21
H -3.865415 -2.059701 -5.175253 0.06 -0.07 0.48
H -2.440395 -3.909161 -7.112903 0.50 -0.27 0.46
H -3.768455 -2.950471 -7.394763 -1.07 -0.35 -0.11
H -4.223965 -5.184761 -6.569263 -0.11 -0.12 0.06
C -2.813945 -6.059961 -2.635523 0.26 0.38 0.32
C -3.316015 -4.634741 -2.523713 -0.39 0.28 -0.56
O -4.505735 -4.455771 -3.251713 -0.65 0.00 0.61
H -3.551075 -6.770901 -2.262293 -0.02 0.08 0.02
H -1.912715 -6.123591 -2.025733 0.23 -0.36 -0.04
H -2.582215 -6.309271 -3.671013 0.07 -0.01 0.02
H -2.644295 -3.896611 -2.961963 0.86 -0.15 0.35
H -3.491635 -4.330021 -1.492023 -0.10 -0.16 0.07
H -4.230215 -4.439591 -4.171183 -0.39 -0.09 -0.55
C -4.899945 1.317689 4.043247 0.39 0.27 -1.33
C -3.894925 0.208469 4.357697 -1.13 1.06 0.89
O -4.417695 -0.369671 5.581207 1.08 -0.58 -0.55
H -5.819225 0.882529 3.651237 -0.18 0.00 0.32
H -4.561605 1.985799 3.251257 0.28 -0.03 -0.28
H -5.105675 1.992869 4.873857 0.05 -0.50 0.29
H -2.899885 0.625179 4.513707 0.04 -0.06 0.44
H -3.785535 -0.524241 3.558157 -0.25 -0.09 -0.05
H -4.952955 -1.114271 5.297187 -0.18 -0.07 0.25
C -1.790795 3.652359 4.589217 -0.32 0.17 -0.58
C -0.403195 3.818949 5.196967 -0.50 -0.61 0.03
O -0.440595 4.237889 6.553497 0.36 0.41 -0.34
H -2.147475 4.556559 4.095967 0.05 0.12 0.10
H -2.578055 3.368409 5.287567 0.22 -0.06 0.36
H -1.786595 2.874979 3.825167 0.11 -0.08 -0.17
H 0.187415 4.506959 4.592047 -0.04 0.32 0.41
H 0.115635 2.864059 5.112757 0.21 -0.23 0.14
H -0.966765 3.609149 7.052937 -0.08 -0.05 -0.02
C 4.041705 -2.563801 -0.537843 -0.33 0.05 0.20
C 3.187615 -3.814861 -0.472413 0.61 0.36 -1.99
O 2.818105 -4.048151 0.866537 -1.42 -0.62 1.06
H 4.601365 -2.494311 0.394927 0.43 -0.10 -0.08
H 3.414525 -1.672321 -0.536193 0.02 0.00 -0.29
H 4.726975 -2.599411 -1.384743 -0.08 0.22 0.04
H 3.744015 -4.685331 -0.819993 0.12 -0.08 0.00
H 2.309695 -3.767951 -1.116733 -0.20 0.24 0.31
H 3.632285 -4.392801 1.240617 -0.24 -0.18 0.90
C 2.745955 4.996939 1.014237 -0.89 -0.02 0.90
C 3.070295 5.035389 -0.449853 1.31 0.36 0.07
O 4.430445 4.617609 -0.586393 0.45 -0.49 -0.03
H 2.772055 4.028329 1.513447 0.18 -0.38 -0.52
H 1.731605 5.355919 1.188357 -0.16 0.15 -0.12
H 3.391065 5.622459 1.631217 0.20 0.20 -0.41
H 3.081265 6.071539 -0.788053 -0.73 0.12 -0.08
H 2.456835 4.415159 -1.103363 -0.44 0.03 0.21
H 4.768565 4.961719 -1.416363 0.04 0.00 -0.04
C -0.164665 0.053699 6.184977 -0.32 -1.01 -0.08
C -0.620615 -1.372451 5.678747 -1.41 2.43 0.68
O 0.377185 -2.293731 5.897297 1.58 -1.42 -0.44
H -0.230415 0.125129 7.270647 0.06 -0.33 0.15
H -0.744455 0.912069 5.845667 -0.06 -0.28 -0.46
H 0.886485 0.166049 5.919317 -0.02 0.24 -0.18
H -0.874645 -1.366891 4.618777 0.29 0.07 -0.09
H -1.518045 -1.712221 6.195737 -0.27 0.30 0.10
H 0.706845 -2.226041 6.796367 0.02 -0.02 0.10
C -2.798055 -3.793601 1.112517 0.58 0.20 1.22
C -2.097655 -3.316051 2.404487 -1.84 1.20 -1.24
O -0.998825 -4.138661 2.716527 1.72 -0.52 -0.12
H -3.560325 -3.063991 0.839157 -0.09 -0.28 -0.07
H -3.202865 -4.791721 1.279767 -0.28 0.03 -0.25
H -2.044315 -3.830541 0.325997 -0.03 0.08 -0.14
H -2.741835 -3.289201 3.283347 -0.24 -0.21 -0.06
H -1.789195 -2.283231 2.242537 0.64 -0.16 0.02
H -1.352845 -4.927471 3.133717 0.28 -0.37 0.01
C 3.985395 1.434519 -3.307133 -1.36 0.02 0.65
C 5.191965 1.577649 -2.427113 -0.29 0.20 -1.08
O 6.283115 1.283149 -3.240683 1.95 -0.89 -0.08
H 3.851255 0.395189 -3.606993 0.24 -0.04 -0.15
H 4.003345 2.058129 -4.200933 0.11 0.13 0.07
H 3.095835 1.666549 -2.721523 -0.28 0.28 -0.16
H 5.130125 0.814469 -1.651333 0.28 0.18 0.21
H 5.333115 2.575949 -2.012893 -0.44 -0.02 0.40
H 6.299955 1.821819 -4.035133 -0.22 0.14 0.11
C 3.594905 -3.123951 4.447577 -0.16 0.90 -0.28
C 2.758875 -2.286991 3.482557 1.09 0.09 0.50
O 1.452955 -2.838621 3.348697 0.33 -0.62 -1.62
H 3.666095 -4.174931 4.167467 -0.21 -0.01 0.04
H 3.148645 -2.985951 5.432417 0.31 -0.42 0.15
H 4.599955 -2.702711 4.424377 0.10 -0.06 0.32
H 3.296265 -2.180051 2.540287 -0.68 -0.34 -0.38
H 2.676655 -1.260751 3.840557 -0.13 0.02 0.22
H 1.002355 -2.724081 4.188607 -0.49 -0.10 0.81
```
Positions in Å, forces in eV/Å.